125
Properties=species:S:1:pos:R:3:forces:R:3:lowdin_charge:R:1 method="wB97M-V/def2-TZVPD" total_energy_ha=-2615.7266 e_homo_ev=-6.18 orbital_gap_ev=5.49
C -1.73460 3.02261 -5.93102 0.36 0.77 0.77 -0.033
O -1.37381 3.90359 -4.79306 0.15 -1.42 0.32 -0.092
C -0.97599 3.32601 -3.60885 -0.28 -1.29 1.09 -0.253
C -0.88060 1.92314 -3.34563 -0.49 0.69 -0.59 0.014
C -0.47953 1.42775 -2.09705 1.06 0.24 0.14 0.016
C -0.12027 2.27080 -1.01047 -1.07 0.22 -2.58 -0.149
C 0.57338 1.67244 0.11174 -0.07 1.03 0.54 -0.090
N 1.42509 2.51908 0.82783 0.14 -2.63 1.53 0.062
C 2.14417 3.73154 0.42812 0.97 0.39 0.63 -0.084
C 2.40487 4.78909 1.32653 -0.84 0.58 0.81 -0.106
C 2.16067 4.73309 2.85928 -0.03 -0.75 -0.79 -0.378
C 0.83514 5.36759 3.25180 -0.18 -0.10 -0.07 -0.061
C 3.30077 5.31430 3.71200 0.03 -0.18 -0.25 -0.061
C 2.90029 5.98642 0.80765 0.18 -0.15 -0.21 -0.032
C 3.30415 6.06955 -0.51835 -0.18 0.11 0.00 -0.048
C 3.27069 4.94053 -1.32170 0.03 0.45 0.40 -0.023
C 2.78967 3.74524 -0.81149 0.27 -0.71 -0.46 -0.148
C 3.17202 2.46420 -1.53499 -1.03 -0.31 -0.36 -0.357
C 4.62424 2.05542 -1.22313 -0.14 0.34 0.09 -0.034
C 2.90449 2.56809 -3.04253 0.08 -0.09 -0.20 -0.049
N 1.83092 1.88875 1.93438 0.27 -1.70 -1.14 0.181
N 1.33993 0.62906 1.88913 -0.90 2.36 -0.85 0.042
C 1.66590 -0.20012 3.03568 0.74 -0.29 0.86 -0.077
C 1.36153 0.18846 4.37465 -0.98 0.12 0.06 -0.095
C 0.52623 1.46438 4.68877 0.58 -0.03 -0.60 -0.373
C 0.85544 2.03807 6.07069 0.07 -0.18 -0.16 -0.074
C -0.97451 1.26555 4.46613 -0.22 -0.22 0.03 -0.050
C 1.74999 -0.67566 5.41592 0.19 -0.60 -0.24 -0.026
C 2.46383 -1.85457 5.11705 -0.38 -0.19 -0.56 -0.049
C 2.86946 -2.14899 3.80726 -0.46 0.13 0.91 -0.021
C 2.51017 -1.28619 2.77404 0.27 -0.17 -0.63 -0.127
C 3.16683 -1.47431 1.41152 -0.54 -0.21 -0.43 -0.385
C 3.21454 -2.93889 0.94924 -0.10 -0.05 0.07 -0.070
C 4.58836 -0.92746 1.49044 0.20 0.07 0.40 -0.054
C 0.49525 0.41841 0.75900 0.67 0.70 0.52 -0.032
C -0.55488 -0.68543 0.60844 -2.48 -1.05 2.05 -0.021
C -0.34037 3.67548 -1.24238 0.84 -0.48 0.21 -0.014
C -0.71200 4.16407 -2.49027 -0.36 -0.03 -0.75 -0.007
H -2.04059 3.75291 -6.67891 -0.03 -0.23 -0.03 0.086
H -0.85878 2.46802 -6.29913 -0.24 0.13 0.30 0.096
H -2.57093 2.33778 -5.70936 0.41 0.35 0.19 0.098
H -1.15340 1.21079 -4.13393 0.29 0.22 0.38 0.113
H -0.22790 0.35608 -1.99724 -0.57 0.49 -0.17 0.112
H 2.11980 3.64737 3.03488 -0.02 0.65 0.53 0.087
H 0.01038 4.88857 2.71933 -0.08 0.03 0.06 0.078
H 0.67896 5.23909 4.32794 -0.09 0.12 -0.12 0.076
H 0.81103 6.43640 3.00705 0.05 -0.14 0.10 0.085
H 4.26267 4.86363 3.46458 0.00 0.01 -0.07 0.085
H 3.40470 6.40073 3.61709 -0.12 -0.15 -0.03 0.075
H 3.10026 5.08730 4.76335 -0.03 0.07 -0.09 0.078
H 2.96136 6.86567 1.45488 0.16 -0.41 -0.15 0.118
H 3.70741 6.99628 -0.90327 -0.11 0.08 -0.05 0.108
H 3.62218 4.98993 -2.34670 0.19 -0.12 0.21 0.118
H 2.49476 1.69397 -1.15504 0.38 -0.23 -0.20 0.112
H 4.74954 1.91728 -0.13704 0.09 -0.03 -0.37 0.075
H 4.90203 1.12801 -1.75108 -0.23 0.31 0.25 0.089
H 5.29972 2.86021 -1.55433 -0.09 -0.26 0.13 0.085
H 1.92369 3.03357 -3.23406 0.29 -0.29 0.03 0.075
H 3.66890 3.18438 -3.54033 -0.16 -0.20 0.09 0.078
H 2.92925 1.56251 -3.49697 -0.05 0.42 0.13 0.088
H 0.84478 2.19935 3.93904 -0.05 -0.02 0.30 0.089
H 1.93836 2.07397 6.19908 -0.01 -0.03 0.13 0.084
H 0.47997 3.05538 6.22419 -0.14 -0.20 -0.23 0.076
H 0.42602 1.40218 6.84509 0.05 0.07 0.15 0.073
H -1.17963 0.91324 3.44370 0.03 0.04 0.27 0.071
H -1.39056 0.52584 5.16902 0.12 0.21 -0.21 0.090
H -1.51579 2.21502 4.60449 0.20 -0.28 0.00 0.084
H 1.46982 -0.51910 6.48229 0.18 0.19 -1.13 0.121
H 2.62269 -2.61711 5.88275 0.17 0.47 -0.02 0.107
H 3.42778 -3.07296 3.58477 -0.28 0.70 0.21 0.119
H 2.59962 -0.93018 0.64970 0.22 -0.23 0.15 0.088
H 2.20358 -3.39727 0.95131 0.63 0.24 -0.07 0.086
H 3.61034 -2.94423 -0.08259 -0.25 -0.19 0.54 0.084
H 3.88269 -3.52312 1.61359 -0.28 0.14 -0.44 0.073
H 4.59116 0.10953 1.85164 0.11 -0.16 -0.03 0.075
H 5.10640 -1.56123 2.22394 0.26 0.34 -0.14 0.082
H 5.13720 -0.96679 0.53894 -0.35 -0.09 0.17 0.086
H -0.68075 -1.22581 1.61112 -0.03 2.07 -0.28 0.139
H -1.50548 -0.10256 0.30431 1.35 -0.78 0.78 0.142
H -0.07093 4.43060 -0.48532 -0.38 -0.54 -0.30 0.117
H -0.83684 5.23413 -2.66412 0.11 -0.21 0.28 0.120
C 0.73943 -2.74894 -5.98115 0.71 0.29 -0.28 -0.095
C -0.41716 -2.82748 -5.19983 -0.05 0.24 1.01 -0.018
C -0.31282 -2.49680 -3.84129 1.13 0.37 -1.69 -0.090
C 0.94883 -2.10028 -3.38205 1.05 0.27 -0.77 -0.118
C 2.10265 -1.92373 -4.16744 -1.08 -0.23 0.67 -0.021
C 1.98758 -2.27518 -5.50293 -0.86 -0.28 -0.35 -0.092
C 0.90580 -1.88995 -1.92641 -1.79 -0.69 1.14 -0.377
O 1.88918 -1.58188 -1.22185 -0.26 0.30 -0.27 -0.011
C -0.45300 -2.16032 -1.51775 0.05 0.78 -1.67 -0.127
C -0.82723 -2.12164 -0.07031 0.69 -1.83 -2.10 -0.182
C -2.27778 -2.80338 0.07407 -0.08 1.18 0.23 -0.158
C -2.36975 -4.13939 -0.27684 0.05 0.50 0.05 -0.020
C -3.56828 -4.80378 -0.46609 -0.10 0.96 -0.25 -0.148
C -4.80637 -4.16244 -0.27069 1.19 0.49 0.31 -0.111
N -5.98960 -4.80975 -0.59013 -1.24 -0.69 -0.04 -0.084
C -5.98558 -6.25596 -0.74215 0.33 -0.17 0.23 -0.177
C -4.78048 -6.74543 -1.52827 -0.42 -0.13 -0.29 -0.176
C -3.47589 -6.15281 -1.04816 0.15 -1.20 0.05 -0.158
C -7.25573 -4.32107 -0.05371 0.19 0.15 -0.01 -0.183
C -7.31440 -2.81344 -0.20195 -0.26 -0.04 -0.31 -0.180
C -6.06431 -2.12244 0.34844 -0.87 0.46 0.70 -0.149
C -4.76595 -2.81618 0.14975 1.02 -0.45 -0.79 -0.136
C -3.51246 -2.16986 0.27065 0.25 0.22 -0.13 0.010
C -1.30743 -2.32391 -2.72691 -0.64 0.60 1.63 -0.302
O -2.54727 -2.21020 -2.85812 2.05 -0.53 -0.05 0.030
H 0.67611 -3.02466 -7.02712 -0.02 -0.01 -0.02 0.089
H -1.38227 -3.12752 -5.60392 0.26 0.01 -0.09 0.111
H 3.01609 -1.52922 -3.70435 -0.40 -0.29 -0.22 0.112
H 2.84476 -2.17665 -6.16860 -0.30 -0.12 0.01 0.095
H -0.15406 -2.98503 0.25355 -0.42 1.62 0.86 0.144
H -1.46712 -4.62846 -0.58410 0.44 -0.47 0.01 0.124
H -5.97392 -6.76220 0.25289 -0.11 0.25 -0.29 0.133
H -6.90749 -6.56530 -1.26213 0.24 0.21 0.27 0.121
H -4.74841 -7.82957 -1.42933 0.02 -0.12 -0.13 0.108
H -4.89002 -6.53201 -2.59519 -0.24 0.12 0.10 0.116
H -2.78991 -6.18111 -1.89868 0.20 0.17 0.22 0.124
H -3.05531 -6.79004 -0.27163 0.17 -0.31 0.00 0.120
H -8.08366 -4.77436 -0.62182 0.35 0.05 0.07 0.119
H -7.43515 -4.61484 1.00865 0.39 0.08 -0.34 0.131
H -7.50075 -2.55346 -1.25250 0.29 -0.13 0.11 0.117
H -8.19749 -2.46818 0.34053 0.07 0.18 0.03 0.107
H -6.07873 -1.09056 -0.00738 0.33 0.02 0.06 0.118
H -6.21916 -2.09204 1.42768 -0.01 0.33 0.25 0.116
H -3.45245 -1.08900 0.38952 -0.53 -0.06 0.27 0.105